{"formula": "C11H13N3", "method": "ωB97M-V/def2-TZVPD", "elements": ["C", "C", "C", "C", "C", "C", "N", "N", "C", "C", "C", "C", "C", "N", "H", "H", "H", "H", "H", "H", "H", "H", "H", "H", "H", "H", "H"], "xyz": [[-0.2538, -1.9105, -0.4204], [0.8993, -2.7601, -0.3384], [1.9966, -2.3882, 0.3923], [2.4318, -1.0061, 0.4400], [1.8484, -0.0403, -0.3493], [0.4393, 0.0095, -0.8385], [0.1489, 0.3555, -2.1731], [-1.2161, 0.3361, -2.6632], [-0.4525, 0.7782, 0.1307], [-0.1796, 2.1272, 0.3189], [-0.6689, 2.8084, 1.3746], [-1.5701, 2.1241, 2.2091], [-2.0074, 0.8848, 1.8568], [-1.4605, 0.2609, 0.8186], [-0.9271, -2.1371, -1.2791], [-0.7673, -1.6346, 0.4352], [0.7503, -3.8680, -0.3956], [2.7527, -3.2264, 0.6242], [3.3337, -0.8480, 1.0938], [2.2289, 0.9839, -0.5207], [0.6644, -0.3209, -2.7941], [-1.4598, -0.6230, -2.9205], [-1.7805, 0.6856, -1.8115], [0.6261, 2.5382, -0.2133], [-0.2769, 3.8664, 1.7135], [-2.2027, 2.5919, 2.8567], [-2.8973, 0.4124, 2.4534]], "forces_ev_per_a": [[1.164, 2.230, -4.054], [0.550, -1.584, 2.998], [0.430, -1.709, -1.397], [-0.072, 0.816, -0.132], [0.044, 1.177, 0.642], [-2.621, -4.646, 1.362], [1.825, -0.904, -1.964], [-0.354, 1.078, 2.188], [-0.827, 0.749, 0.716], [1.484, -0.404, -0.139], [-0.207, 1.926, 2.598], [0.306, 0.390, -1.853], [-1.107, -0.734, -0.033], [0.123, -1.919, 0.064], [0.241, 0.075, 0.808], [-0.775, 0.130, 1.561], [0.158, 0.914, -0.689], [-1.125, 1.646, -0.115], [-0.798, 0.347, -1.258], [0.793, -0.764, 0.411], [-0.463, 1.398, 0.796], [-0.269, 0.172, 0.692], [0.676, -1.079, -2.062], [0.767, 0.680, -1.007], [-0.978, -2.180, -1.105], [-0.817, 1.590, 2.404], [1.853, 0.604, -1.432]], "nbo_charge": [-0.4662, -0.1861, -0.2573, -0.1919, -0.2456, 0.1414, -0.4753, -0.6480, 0.2044, -0.2508, -0.1523, -0.2688, 0.0498, -0.4603, 0.1872, 0.2520, 0.2027, 0.2124, 0.2238, 0.2077, 0.3644, 0.3414, 0.3611, 0.2149, 0.2280, 0.2111, 0.2005], "total_energy_ha": -591.024386, "total_charge": 0, "relative_energy_ev": 5.2346, "e_lumo_ev": 0.3, "smiles": "C=C/C=C\\C=C(\\NN)c1ccccn1", "homo_ev": -7.6}